No. 1
A 5-piece molecular cluster, C34H94BIN13O6P4 overall, computed with ωB97M-V with the def2-TZVPD basis set.

Each line ends with the Löwdin charge.
Atoms and positions in Å:
C  0.01  4.54  -1.56  -0.15
C  -0.99  3.38  -1.66  -0.28
C  -0.62  2.20  -0.73  -0.23
C  -0.99  0.81  -1.30  -0.24
C  0.19  -0.09  -1.73  -0.23
B  0.72  -0.04  -3.28  -0.97
I  1.91  1.95  -3.53  0.73
C  1.83  -1.25  -3.40  -0.22
C  2.45  -1.47  -4.78  -0.30
N  3.68  -0.67  -5.02  -0.02
C  -0.51  -0.23  -4.35  -0.15
C  -0.75  0.82  -5.42  -0.24
O  0.29  0.74  -6.43  -0.06
C  0.16  1.55  -7.47  -0.38
O  -0.62  2.47  -7.59  0.04
H  0.99  4.17  -1.29  0.03
H  0.14  5.04  -2.53  0.06
H  -0.31  5.30  -0.84  0.05
H  -2.01  3.73  -1.46  0.08
H  -0.97  3.01  -2.68  0.06
H  -1.18  2.35  0.20  0.10
H  0.44  2.26  -0.48  0.09
H  -1.53  0.29  -0.50  0.09
H  -1.72  0.95  -2.11  0.09
H  -0.12  -1.13  -1.55  0.09
H  1.02  0.10  -1.04  0.08
H  2.66  -1.00  -2.73  0.06
H  1.32  -2.17  -3.09  0.09
H  2.75  -2.53  -4.85  0.08
H  1.75  -1.31  -5.61  0.09
H  4.34  -1.24  -5.53  0.04
H  3.46  0.08  -5.67  0.02
H  -1.47  -0.32  -3.83  0.09
H  -0.38  -1.18  -4.88  0.10
H  -1.69  0.62  -5.95  0.12
H  -0.84  1.83  -5.03  0.09
H  0.87  1.28  -8.28  0.14
O  5.17  -3.08  -2.65  -0.26
P  6.09  -3.29  -1.53  0.58
N  5.39  -4.47  -0.53  -0.28
C  5.85  -4.81  0.80  -0.13
C  4.96  -5.67  -1.24  -0.14
N  6.17  -1.79  -0.72  -0.31
C  5.94  -1.65  0.71  -0.14
C  5.52  -0.68  -1.44  -0.11
N  7.75  -3.67  -1.39  -0.28
C  8.72  -2.56  -1.44  -0.13
C  8.13  -4.65  -2.44  -0.13
H  6.82  -5.32  0.81  0.08
H  5.12  -5.48  1.26  0.08
H  5.92  -3.94  1.45  0.04
H  5.79  -6.36  -1.45  0.07
H  4.49  -5.40  -2.18  0.06
H  4.23  -6.21  -0.64  0.08
H  4.92  -1.94  1.01  0.09
H  6.09  -0.61  0.99  0.08
H  6.67  -2.22  1.29  0.06
H  4.43  -0.68  -1.31  0.08
H  5.73  -0.72  -2.50  0.07
H  5.91  0.27  -1.05  0.08
H  8.58  -1.91  -2.31  0.09
H  9.72  -3.00  -1.49  0.07
H  8.66  -1.96  -0.54  0.07
H  8.08  -4.21  -3.44  0.09
H  7.48  -5.51  -2.41  0.06
H  9.15  -5.00  -2.26  0.08
O  0.86  -4.87  -4.24  -0.27
P  0.72  -6.32  -4.46  0.61
N  0.50  -6.93  -2.88  -0.29
C  0.63  -8.33  -2.52  -0.13
C  -0.59  -6.31  -2.14  -0.13
N  2.28  -6.71  -5.07  -0.31
C  3.18  -7.57  -4.33  -0.13
C  2.90  -5.53  -5.67  -0.13
N  -0.17  -7.48  -5.35  -0.28
C  0.31  -7.81  -6.70  -0.13
C  -1.59  -7.06  -5.46  -0.12
H  -0.18  -8.96  -2.91  0.08
H  0.61  -8.41  -1.43  0.08
H  1.58  -8.75  -2.83  0.04
H  -1.57  -6.71  -2.41  0.07
H  -0.59  -5.23  -2.31  0.08
H  -0.45  -6.48  -1.07  0.08
H  3.46  -7.16  -3.35  0.07
H  4.10  -7.70  -4.91  0.08
H  2.76  -8.56  -4.21  0.06
H  3.28  -4.82  -4.93  0.07
H  2.21  -5.00  -6.32  0.07
H  3.75  -5.87  -6.28  0.08
H  0.47  -6.93  -7.33  0.08
H  -0.45  -8.44  -7.18  0.08
H  1.23  -8.38  -6.66  0.07
H  -1.71  -6.16  -6.08  0.09
H  -2.00  -6.85  -4.47  0.06
H  -2.18  -7.86  -5.90  0.08
O  -4.78  4.60  2.63  -0.28
P  -4.70  5.90  1.94  0.57
N  -4.28  5.60  0.33  -0.28
C  -3.88  6.61  -0.62  -0.12
C  -5.12  4.60  -0.33  -0.13
N  -3.42  6.73  2.73  -0.31
C  -2.30  7.32  2.02  -0.13
C  -2.94  6.05  3.93  -0.14
N  -5.74  7.24  1.79  -0.28
C  -5.73  8.24  2.87  -0.13
C  -7.14  6.77  1.62  -0.13
H  -4.70  7.27  -0.92  0.08
H  -3.51  6.12  -1.53  0.08
H  -3.06  7.23  -0.28  0.04
H  -6.07  5.03  -0.67  0.07
H  -5.33  3.76  0.32  0.08
H  -4.60  4.21  -1.21  0.08
H  -1.70  6.59  1.47  0.09
H  -1.65  7.82  2.74  0.08
H  -2.64  8.10  1.33  0.07
H  -2.26  5.22  3.70  0.08
H  -3.77  5.65  4.51  0.06
H  -2.41  6.77  4.56  0.08
H  -5.86  7.80  3.87  0.09
H  -6.55  8.93  2.69  0.08
H  -4.81  8.81  2.86  0.07
H  -7.52  6.29  2.53  0.09
H  -7.21  6.06  0.80  0.06
H  -7.78  7.62  1.39  0.08
O  -1.95  3.69  9.57  -0.29
P  -2.77  2.89  8.64  0.57
N  -2.14  3.11  7.09  -0.29
C  -2.81  2.69  5.87  -0.12
C  -0.70  2.88  6.98  -0.13
N  -4.34  3.59  8.76  -0.31
C  -5.09  4.02  7.60  -0.13
C  -4.47  4.56  9.84  -0.14
N  -3.28  1.27  8.59  -0.28
C  -4.47  0.90  9.37  -0.13
C  -2.17  0.38  9.02  -0.12
H  -2.85  1.60  5.75  0.09
H  -2.27  3.09  5.01  0.08
H  -3.82  3.07  5.78  0.04
H  -0.44  1.82  6.92  0.07
H  -0.19  3.32  7.84  0.07
H  -0.33  3.37  6.08  0.08
H  -4.60  4.83  7.04  0.08
H  -6.07  4.39  7.93  0.08
H  -5.30  3.20  6.92  0.07
H  -4.06  5.55  9.57  0.09
H  -3.97  4.23  10.74  0.07
H  -5.53  4.68  10.07  0.08
H  -4.43  1.21  10.42  0.09
H  -4.56  -0.19  9.34  0.08
H  -5.37  1.31  8.92  0.07
H  -1.93  0.50  10.08  0.09
H  -1.28  0.58  8.43  0.06
H  -2.45  -0.66  8.84  0.08

Computed properties:
Total charge ... -1
LUMO level ... 2.01 eV
HOMO ... -0.154 Ha


No. 2
C30H44BrN6O2 as an isolated structure, computed with ωB97M-V with the def2-TZVPD basis set.

Each line ends with the Löwdin charge.
Atoms and positions in Å:
Br  -0.95  1.08  -0.59  1.31
C  -2.24  3.57  -1.81  -0.09
C  -1.51  2.92  -2.93  -0.30
O  -0.90  3.63  -3.71  0.22
N  -1.14  1.49  -2.85  -0.13
H  -0.27  1.32  -2.37  0.10
H  -1.89  1.16  -2.26  0.10
C  -1.09  0.80  -4.23  0.07
H  -2.04  3.15  -0.82  0.02
H  -3.32  3.55  -1.96  0.16
H  -2.07  4.65  -1.71  0.14
H  -0.35  1.34  -4.82  0.16
H  -2.11  0.91  -4.58  0.18
H  -0.75  -0.20  -3.95  0.00
C  -3.41  -0.03  3.00  0.04
C  -2.85  0.51  1.77  -0.35
O  -3.44  0.49  0.68  0.09
N  -1.51  1.36  1.90  0.04
H  -0.99  1.08  2.72  0.18
H  -1.03  1.11  1.05  -0.10
C  -1.71  2.90  1.79  0.07
H  -4.39  -0.47  2.84  0.13
H  -3.46  0.75  3.77  0.13
H  -2.71  -0.77  3.37  0.11
H  -2.11  3.04  0.79  0.06
H  -0.73  3.37  1.90  0.12
H  -2.48  3.35  2.42  0.13
C  -0.44  4.35  -1.31  -0.11
N  0.85  3.75  -1.05  -0.02
C  2.01  4.40  -1.35  0.06
C  3.23  3.84  -1.05  0.07
C  3.32  2.53  -0.56  -0.09
C  2.13  1.89  -0.16  0.03
C  0.91  2.49  -0.48  -0.16
C  4.63  1.74  -0.34  -0.10
C  5.05  1.25  0.92  0.06
C  6.22  0.46  1.02  0.05
N  7.03  0.35  -0.05  -0.08
C  6.79  0.92  -1.22  0.04
C  5.60  1.69  -1.38  0.07
C  8.24  -0.51  0.06  0.05
H  -0.79  4.34  -2.34  0.05
H  -0.39  5.34  -0.86  0.17
H  -1.10  3.76  -0.68  0.02
H  1.88  5.34  -1.85  0.17
H  4.10  4.41  -1.36  0.15
H  2.00  0.94  0.35  0.13
H  0.01  1.90  -0.42  -0.37
H  4.37  1.34  1.76  0.13
H  6.52  -0.12  1.88  0.16
H  7.50  0.80  -2.02  0.16
H  5.50  2.18  -2.34  0.13
H  9.03  -0.01  0.62  0.13
H  8.77  -0.68  -0.88  0.12
H  7.99  -1.40  0.63  0.12
C  -1.10  -0.52  -2.78  -0.14
N  -1.64  -1.51  -1.75  0.01
C  -1.71  -2.78  -2.09  0.03
C  -2.04  -3.76  -1.17  0.10
C  -2.24  -3.38  0.16  -0.13
C  -2.29  -2.03  0.47  0.06
C  -1.94  -1.12  -0.52  -0.15
C  -2.41  -4.31  1.28  -0.14
C  -3.54  -5.14  1.49  0.10
C  -3.62  -5.86  2.68  0.05
N  -2.64  -5.78  3.59  -0.06
C  -1.54  -5.00  3.38  0.04
C  -1.40  -4.24  2.25  0.04
C  -2.78  -6.54  4.89  0.06
H  -1.56  0.46  -2.64  -0.11
H  -1.40  -0.76  -3.80  0.14
H  -0.02  -0.43  -2.79  0.18
H  -1.28  -3.19  -2.99  0.17
H  -1.88  -4.81  -1.37  0.15
H  -2.49  -1.64  1.45  0.10
H  -1.86  -0.08  -0.25  -0.17
H  -4.29  -5.26  0.72  0.14
H  -4.31  -6.65  2.97  0.16
H  -0.80  -5.05  4.17  0.16
H  -0.57  -3.57  2.07  0.14
H  -3.64  -7.20  5.02  0.12
H  -2.63  -5.97  5.81  0.12
H  -1.97  -7.27  4.82  0.12

Computed properties:
Total charge ... +5
LUMO level ... -13.20 eV
ΔE to the lowest compared entry with this formula, charge and spin ... 35.0516 eV
HOMO ... -0.750 Ha


No. 3
A 5-piece molecular cluster, C75H60Br2F2NO11SSi overall, computed with ωB97M-V with the def2-TZVPD basis set.

Each line ends with the Löwdin charge.
Atoms and positions in Å:
C  2.89  6.67  -2.06  -0.11
C  3.69  7.16  -3.36  -0.66
Br  2.74  8.21  -4.74  0.68
C  5.05  6.82  -3.54  -0.58
Br  5.89  7.48  -5.24  0.67
C  5.96  5.97  -2.56  -0.23
C  5.50  4.42  -2.38  -0.09
O  6.62  3.64  -1.93  -0.08
C  7.46  4.26  -0.96  -0.19
C  7.66  3.17  0.23  -0.31
F  8.25  1.95  -0.28  0.04
F  8.53  3.66  1.27  0.02
C  6.29  2.75  0.94  -0.14
C  5.60  1.42  0.35  -0.23
Si  3.69  1.46  0.76  0.57
C  2.88  2.52  -0.67  -0.21
C  2.86  -0.26  0.66  -0.19
C  3.43  2.39  2.41  -0.23
C  2.21  3.38  2.57  -0.07
C  1.95  4.20  3.87  -0.06
C  2.94  4.03  5.06  -0.07
C  4.13  3.04  4.99  -0.07
C  4.34  2.25  3.67  -0.09
C  7.08  5.69  -0.40  -0.21
S  8.54  6.87  -0.16  0.77
C  10.15  6.03  0.11  -0.13
O  8.71  7.79  -1.37  -0.35
O  8.23  7.73  1.05  -0.34
N  6.06  6.48  -1.15  0.08
H  3.28  7.09  -1.07  0.09
H  1.82  7.09  -2.17  0.09
H  2.75  5.53  -2.05  0.08
H  7.03  6.03  -3.00  0.16
H  5.10  3.99  -3.36  0.17
H  4.62  4.41  -1.63  0.10
H  8.52  4.34  -1.44  0.17
H  6.56  2.51  2.04  0.12
H  5.52  3.60  0.96  0.10
H  6.01  0.50  0.92  0.10
H  5.67  1.30  -0.78  0.09
H  3.04  3.62  -0.37  0.01
H  3.39  2.32  -1.68  0.04
H  1.76  2.33  -0.70  0.05
H  3.15  -0.71  -0.36  0.06
H  3.22  -0.99  1.46  0.04
H  1.71  -0.21  0.68  0.04
H  1.53  3.46  1.66  0.08
H  1.05  4.91  3.89  0.09
H  2.78  4.65  6.02  0.09
H  4.86  2.92  5.87  0.10
H  5.23  1.53  3.62  0.09
H  6.66  5.55  0.67  0.17
H  10.99  6.59  -0.45  0.11
H  10.39  6.11  1.24  0.11
H  10.19  4.92  -0.15  0.07
H  6.18  7.52  -1.08  0.20
H  5.14  6.29  -0.68  0.16
C  -2.80  -1.02  1.38  -0.05
C  -3.87  -1.48  2.14  -0.05
C  -3.78  -1.52  3.53  0.01
C  -2.60  -1.10  4.16  -0.08
C  -1.52  -0.66  3.40  -0.08
C  -1.63  -0.61  2.01  0.00
C  -0.26  -0.26  4.05  -0.27
O  0.69  0.13  3.39  0.08
C  -0.15  -0.35  5.53  -0.08
C  1.06  -0.04  6.15  0.00
C  1.16  -0.11  7.54  -0.06
C  0.06  -0.48  8.30  -0.05
C  -1.14  -0.81  7.68  0.01
C  -1.25  -0.75  6.29  -0.08
C  -2.52  -1.13  5.64  -0.28
O  -3.48  -1.47  6.31  0.11
H  -2.88  -0.98  0.30  0.11
H  -4.78  -1.82  1.65  0.10
H  -4.62  -1.88  4.12  0.12
H  -0.80  -0.25  1.41  0.11
H  1.92  0.26  5.56  0.11
H  2.10  0.14  8.02  0.11
H  0.14  -0.53  9.38  0.11
H  -1.99  -1.11  8.28  0.12
C  -10.02  2.37  2.61  -0.05
C  -9.06  1.44  3.01  -0.05
C  -8.22  0.86  2.07  0.00
C  -8.33  1.20  0.72  -0.09
C  -9.31  2.11  0.31  -0.08
C  -10.15  2.70  1.26  0.01
C  -9.48  2.44  -1.12  -0.28
O  -10.33  3.23  -1.48  0.11
C  -8.61  1.78  -2.11  -0.08
C  -8.79  2.03  -3.47  0.01
C  -7.97  1.42  -4.42  -0.05
C  -6.95  0.57  -4.00  -0.07
C  -6.77  0.31  -2.65  -0.02
C  -7.60  0.90  -1.70  -0.10
C  -7.42  0.59  -0.27  -0.28
O  -6.53  -0.16  0.09  0.09
H  -10.67  2.83  3.34  0.11
H  -8.97  1.18  4.06  0.11
H  -7.47  0.15  2.39  0.12
H  -10.90  3.42  0.95  0.12
H  -9.58  2.70  -3.80  0.12
H  -8.12  1.62  -5.47  0.11
H  -6.30  0.10  -4.74  0.11
H  -5.97  -0.37  -2.33  0.12
C  2.51  -7.73  2.32  -0.05
C  2.00  -6.43  2.35  -0.05
C  2.84  -5.35  2.13  0.00
C  4.20  -5.56  1.89  -0.09
C  4.71  -6.86  1.88  -0.08
C  3.86  -7.94  2.09  0.01
C  6.16  -7.09  1.68  -0.28
O  6.61  -8.22  1.67  0.11
C  7.06  -5.93  1.49  -0.08
C  8.43  -6.13  1.35  0.01
C  9.28  -5.04  1.16  -0.05
C  8.76  -3.75  1.10  -0.06
C  7.39  -3.55  1.24  0.00
C  6.54  -4.63  1.45  -0.08
C  5.09  -4.40  1.63  -0.28
O  4.63  -3.27  1.58  0.08
H  1.84  -8.57  2.49  0.11
H  0.94  -6.26  2.55  0.11
H  2.44  -4.34  2.15  0.12
H  4.25  -8.95  2.07  0.12
H  8.84  -7.13  1.39  0.12
H  10.35  -5.20  1.06  0.11
H  9.42  -2.91  0.94  0.11
H  6.99  -2.54  1.20  0.11
C  -7.77  -7.44  -8.82  -0.06
C  -7.99  -6.28  -9.56  -0.06
C  -8.16  -5.07  -8.91  0.00
C  -8.13  -5.01  -7.51  -0.09
C  -7.93  -6.17  -6.77  -0.08
C  -7.74  -7.39  -7.43  0.00
C  -7.95  -6.13  -5.29  -0.28
O  -7.77  -7.15  -4.64  0.10
C  -8.18  -4.84  -4.61  -0.08
C  -8.26  -4.79  -3.22  0.01
C  -8.46  -3.58  -2.57  -0.05
C  -8.59  -2.41  -3.31  -0.05
C  -8.53  -2.45  -4.70  0.00
C  -8.33  -3.67  -5.35  -0.08
C  -8.30  -3.70  -6.83  -0.28
O  -8.42  -2.68  -7.48  0.10
H  -7.62  -8.39  -9.32  0.11
H  -8.02  -6.33  -10.64  0.11
H  -8.33  -4.16  -9.49  0.12
H  -7.58  -8.30  -6.86  0.12
H  -8.15  -5.70  -2.64  0.12
H  -8.52  -3.55  -1.49  0.11
H  -8.75  -1.46  -2.80  0.10
H  -8.63  -1.53  -5.27  0.11

Computed properties:
Total charge ... +1
LUMO level ... -3.17 eV
ΔE to the lowest compared entry with this formula, charge and spin ... 0.0000 eV
HOMO ... -0.391 Ha


No. 4
A 2-piece molecular cluster, C6H9NO2S overall, computed with ωB97M-V with the def2-TZVPD basis set.

Each line ends with the Löwdin charge.
Atoms and positions in Å:
C  0.04  0.62  0.23  0.11
C  -0.37  1.97  0.51  -0.39
C  0.96  0.36  1.19  -0.40
C  -1.33  2.86  -0.16  -0.04
C  1.71  -0.89  1.47  -0.02
C  -0.12  -2.66  -1.63  -0.33
N  0.33  2.39  1.51  0.09
O  -2.14  -0.95  -2.42  -0.57
O  1.15  1.42  1.95  0.02
S  -1.53  -1.54  -1.18  0.86
H  -1.04  3.13  -1.25  0.12
H  -2.23  2.23  -0.24  0.08
H  -1.61  3.66  0.49  0.07
H  2.18  -0.91  2.51  0.11
H  1.01  -1.71  1.40  0.06
H  2.48  -1.13  0.67  0.10
H  0.25  -2.47  -2.62  0.03
H  -0.44  -3.82  -1.54  0.10
H  0.69  -2.54  -0.88  0.01

Computed properties:
Total charge ... 0
LUMO level (alpha / beta) ... -1.04 / -1.19 eV
ΔE to the lowest compared entry with this formula, charge and spin ... 5.8088 eV
HOMO (alpha / beta) ... -0.354 / -0.334 Ha


No. 5
A 4-piece molecular cluster, C3H15NO3 overall, computed with ωB97M-V with the def2-TZVPD basis set.

Each line ends with the Löwdin charge.
Atoms and positions in Å:
C  -0.89  -1.98  -0.94  -0.35
C  -0.39  -3.42  -0.82  -0.30
C  1.14  -3.51  -0.76  -0.17
N  -2.34  -1.85  -0.95  -0.02
H  -0.49  -1.55  -0.01  0.08
H  -0.38  -1.49  -1.76  0.10
H  -0.83  -3.92  0.04  0.09
H  -0.70  -3.94  -1.75  0.10
H  1.61  -3.51  -1.74  0.06
H  1.64  -2.78  -0.12  0.04
H  1.38  -4.48  -0.31  0.06
H  -2.62  -1.28  -1.74  0.05
H  -2.85  -2.73  -1.00  0.05
H  1.53  2.56  1.29  -0.04
H  0.04  2.12  1.08  -0.02
O  0.65  2.88  1.10  -0.22
H  0.59  0.69  2.97  -0.07
H  -0.56  -0.34  3.08  -0.05
O  -0.28  0.47  2.59  -0.34
H  2.20  5.70  -0.20  0.03
H  1.64  5.70  -1.62  0.02
O  1.55  6.13  -0.77  -0.09

Computed properties:
Multiplicity ... 2
Total charge ... -1
LUMO level (alpha / beta) ... 3.48 / 3.42 eV
ΔE to the lowest compared entry with this formula, charge and spin ... 0.6369 eV
HOMO (alpha / beta) ... 0.031 / -0.230 Ha


| no. | total energy (eV) |
| --- | --- |
| 1 | -114376.3519 |
| 2 | -114818.0371 |
| 3 | -266981.8381 |
| 4 | -22782.6027 |
| 5 | -10985.5922 |